# 1
74
Properties=species:S:1:pos:R:3:forces:R:3 method="wB97M-V/def2-TZVPD" charge=+1 gap_ev=7.91
C 0.1571 -5.3975 -0.7856 -0.11 0.63 -0.36
C 0.2692 -3.9420 -1.2131 0.09 -0.80 0.46
N 1.1681 -3.2483 -0.6624 -0.34 0.72 -0.28
C -0.7164 -3.3711 -2.2688 0.45 -0.83 0.43
N -1.5871 -2.4116 -1.5630 1.27 -0.81 -1.79
C -1.2669 -1.0931 -1.3937 -0.25 -0.30 0.13
C -2.2767 -0.5569 -0.6645 1.39 1.01 0.32
S -2.2805 1.1296 -0.1635 -1.23 0.21 -0.01
N -3.1744 -1.5610 -0.4467 -0.64 0.92 0.74
C -2.7380 -2.6900 -1.0067 -0.71 0.10 0.51
N -3.4149 -3.9309 -0.9348 -0.24 1.64 0.69
C -3.7864 -4.1016 0.4559 -1.01 -0.26 0.06
O -4.8790 -3.9403 0.8825 0.51 -0.29 -0.24
F -2.7483 -4.4181 1.1835 0.34 0.05 -0.15
C -4.5868 -3.9811 -1.7909 -0.69 -2.32 -1.45
O -4.7677 -4.9316 -2.4763 0.03 0.80 0.57
F -5.4557 -2.9841 -1.7867 0.91 0.48 0.60
H -0.8739 -5.6815 -0.5550 0.09 -0.07 -0.35
H 0.7689 -5.5380 0.1045 0.08 0.01 -0.20
H 0.5523 -5.9905 -1.6188 -0.26 -0.25 0.24
H 1.1549 -2.2827 -1.0089 0.39 0.00 0.12
H -1.3118 -4.1631 -2.7311 -0.13 0.11 0.27
H -0.1704 -2.8669 -3.0682 -0.14 0.23 0.24
H -0.3556 -0.6550 -1.7688 -0.06 -0.02 0.07
H -1.6300 1.1353 1.0280 -0.17 -0.68 -0.35
H -4.0153 -1.3938 0.0951 -0.15 -0.40 -0.13
C 3.2589 1.7832 0.6950 0.21 -0.10 -0.14
C 2.0547 1.4472 -0.1661 0.02 0.14 0.75
C 0.8283 2.2440 0.2525 0.09 0.03 -0.23
O 1.7635 0.0416 -0.0715 -0.27 -0.09 -0.50
H 3.0662 1.5413 1.7440 -0.10 0.10 0.00
H 4.1260 1.1972 0.3881 -0.02 0.03 -0.06
H 3.5095 2.8426 0.6239 -0.01 0.00 0.09
H 2.2833 1.6535 -1.2128 -0.04 -0.21 -0.04
H 0.5499 2.0169 1.2878 0.18 0.06 0.06
H -0.0167 1.9732 -0.3741 0.24 0.22 -0.11
H 1.0008 3.3179 0.1689 0.00 -0.01 0.05
H 1.5617 -0.1559 0.8497 0.16 0.00 0.05
C 4.0831 7.7237 0.6463 -0.05 0.11 0.21
C 4.5400 6.3180 1.0002 -0.11 0.28 -0.65
C 5.3881 5.7157 -0.1086 0.08 -0.23 0.11
O 3.3977 5.4864 1.2372 -0.14 -0.31 0.33
H 3.4678 7.7145 -0.2577 0.08 -0.04 -0.05
H 3.4683 8.1393 1.4450 0.02 -0.01 0.00
H 4.9348 8.3848 0.4806 -0.01 -0.02 -0.03
H 5.1120 6.3406 1.9283 -0.15 -0.14 0.09
H 4.8142 5.6426 -1.0373 -0.01 0.14 0.00
H 5.7018 4.7039 0.1547 0.05 0.04 0.04
H 6.2774 6.3178 -0.2969 -0.02 0.00 -0.03
H 2.8812 5.4573 0.4238 0.14 0.12 -0.10
C 0.8791 7.3042 4.0020 0.06 0.17 0.05
C -0.0941 7.2130 2.8368 0.30 -0.55 0.21
C -1.0534 6.0444 3.0088 -0.22 0.03 -0.11
O 0.6306 7.0638 1.6176 -0.22 0.20 -0.25
H 1.4876 6.3979 4.0683 -0.09 -0.05 0.00
H 1.5652 8.1402 3.8618 -0.06 0.03 0.00
H 0.3526 7.4402 4.9482 0.02 -0.01 0.00
H -0.6597 8.1422 2.7572 0.06 0.01 -0.16
H -0.5043 5.0981 3.0446 0.08 0.05 0.11
H -1.7398 5.9860 2.1621 -0.02 0.07 0.03
H -1.6376 6.1422 3.9252 0.01 -0.04 0.00
H 1.1394 6.2463 1.6727 0.18 0.11 0.18
C -2.6987 -8.9036 -3.1402 0.11 0.06 -0.19
C -2.0874 -8.0282 -2.0586 -0.57 -0.29 0.08
C -2.4319 -8.5424 -0.6693 0.14 0.14 0.13
O -2.5595 -6.6826 -2.2041 0.46 0.15 0.09
H -3.7893 -8.9087 -3.0623 0.02 -0.05 0.11
H -2.4508 -8.5186 -4.1300 0.06 -0.03 0.02
H -2.3405 -9.9308 -3.0663 -0.03 0.00 0.00
H -1.0033 -7.9989 -2.1801 -0.02 0.17 -0.02
H -3.5145 -8.5361 -0.5129 -0.01 -0.09 -0.10
H -1.9937 -7.9005 0.0983 0.06 -0.05 -0.01
H -2.0665 -9.5588 -0.5216 -0.03 0.00 0.02
H -3.5165 -6.6909 -2.1009 -0.04 -0.02 -0.17



# 2
68
Properties=species:S:1:pos:R:3:forces:R:3 method="wB97M-V/def2-TZVPD" charge=+1 gap_ev=7.41
C -4.9535 0.8951 2.4775 0.37 -0.22 -0.62
O -5.3588 0.6647 1.1322 -0.04 0.04 0.16
C -4.2468 0.7134 0.2647 -0.56 -0.16 0.63
C -4.7402 0.2056 -1.0706 0.26 0.55 -0.61
C -3.6616 0.0401 -2.1892 -0.66 -0.31 0.54
C -2.2915 -0.3389 -1.7087 0.41 0.70 0.04
C -1.3383 0.6480 -1.4895 0.09 -0.46 0.00
C -1.6541 2.1152 -1.6763 -0.61 -0.83 0.16
C -1.5691 2.5547 -3.1219 -0.34 0.34 0.48
O -0.9626 1.9634 -3.9478 0.74 -0.36 -0.67
O -2.2534 3.6922 -3.4156 -0.14 -0.30 -0.15
C -0.0368 0.2808 -1.0671 0.88 -0.20 -0.09
N 0.8781 1.2887 -0.8581 -1.14 0.19 -0.81
C 1.4571 1.9237 -1.8118 0.14 0.25 0.68
C 1.8933 3.3345 -1.5525 0.47 -0.41 -0.10
C 1.8122 1.3715 -3.1468 -0.30 -0.20 -0.16
C 0.2617 -1.0713 -0.8001 -0.63 -0.68 -0.46
C 1.5803 -1.5506 -0.2454 -0.09 0.68 0.08
Cl 1.5833 -1.0322 1.4823 -0.05 0.05 -0.02
C 2.8523 -1.0866 -0.9388 1.08 -0.58 0.98
C 4.0830 -1.5327 -0.1343 -0.08 0.49 -0.43
Cl 2.9580 -1.9052 -2.5299 -0.45 0.20 -0.19
C -0.7318 -2.0173 -1.0339 0.79 0.09 0.44
N -0.4504 -3.3755 -0.7747 -0.47 0.46 -0.23
N -1.9710 -1.6499 -1.4876 -0.25 0.20 -0.17
C -2.9621 -2.7097 -1.6967 0.53 -0.54 0.16
C -3.6277 -3.0738 -0.3786 -0.28 -0.68 -0.33
O -3.9025 -2.3228 0.4750 -0.05 0.88 0.73
Cl -3.9395 -4.7983 -0.1756 0.06 -0.01 -0.30
H -4.3149 1.7815 2.5089 -0.13 0.18 0.26
H -5.8335 1.0105 3.0940 -0.13 0.07 0.04
H -4.3574 0.0425 2.8133 -0.03 -0.04 0.21
H -3.9074 1.7556 0.2270 0.18 0.03 -0.21
H -3.4440 0.1096 0.6970 0.18 -0.11 -0.19
H -5.3290 -0.6967 -0.9603 0.13 -0.24 0.31
H -5.4371 0.9548 -1.4431 -0.19 -0.04 -0.06
H -3.6285 0.9630 -2.7472 0.38 0.15 -0.15
H -4.0568 -0.6861 -2.8910 0.12 -0.03 -0.22
H -1.0051 2.6872 -1.0216 0.07 0.32 -0.14
H -2.6720 2.2868 -1.3407 -0.06 0.22 0.16
H -3.1675 3.5548 -3.1337 -0.02 0.53 0.22
H 1.3121 3.7800 -0.7555 -0.01 0.12 0.09
H 1.8073 3.8805 -2.4877 -0.12 0.26 0.04
H 2.9515 3.3635 -1.2899 0.08 0.02 0.09
H 1.6711 2.1177 -3.9179 0.07 0.12 -0.14
H 1.2483 0.4887 -3.4271 -0.04 -0.14 0.11
H 2.8706 1.1051 -3.1154 0.11 0.03 -0.02
H 1.6355 -2.6257 -0.2160 -0.26 -0.23 0.00
H 2.9349 -0.0147 -1.0336 -0.31 0.11 -0.46
H 4.2297 -0.8596 0.7031 -0.08 -0.17 0.33
H 3.9988 -2.5648 0.1888 0.05 -0.09 0.13
H 4.9600 -1.4162 -0.7630 0.11 -0.15 -0.10
H -0.1065 -3.8641 -1.5934 0.14 -0.12 0.11
H -1.2131 -3.8747 -0.3386 0.12 -0.20 -0.01
H -2.4604 -3.6043 -2.0399 0.14 0.03 -0.27
H -3.6812 -2.4509 -2.4603 -0.23 0.15 0.11
C 5.4996 -1.2893 4.7573 0.07 -0.12 0.04
O 5.7164 -1.8702 3.7113 -0.05 0.04 -0.07
N 4.7728 -0.1594 4.8598 -0.02 0.09 0.17
C 4.5331 0.5026 6.1274 -0.05 0.04 -0.26
C 4.2182 0.3982 3.6413 0.12 -0.18 0.00
H 5.8864 -1.6498 5.7247 -0.01 0.02 0.00
H 3.4609 0.5498 6.3284 0.02 0.03 0.09
H 4.9336 1.5177 6.1014 -0.02 0.01 0.10
H 5.0174 -0.0453 6.9323 0.02 -0.03 -0.02
H 3.5656 -0.3381 3.1707 0.01 0.11 -0.05
H 5.0262 0.6308 2.9451 -0.07 0.05 -0.07
H 3.6569 1.3024 3.8638 0.00 -0.01 0.07



# 3
87
Properties=species:S:1:pos:R:3:forces:R:3 method="wB97M-V/def2-TZVPD" charge=-1 gap_ev=6.33
O -1.7205 0.8079 -4.9582 3.30 -2.35 2.77
C -0.8575 0.1828 -4.2764 -0.57 0.39 0.38
N -0.9998 -0.5769 -3.0040 0.24 1.54 -3.59
C -0.1346 -1.8237 -3.1396 -1.63 -2.23 1.26
C 0.5246 -2.2276 -1.7318 -0.15 0.85 0.61
C 1.9577 -1.5571 -1.4151 0.31 -1.56 1.25
C 1.9642 -0.6073 -0.0882 1.34 1.39 -1.54
S 1.6631 -1.5298 1.4867 -0.62 -5.81 2.31
O 2.7611 -2.5516 1.8038 -5.51 4.17 -4.99
O 0.3369 -2.2439 1.5607 2.51 3.02 -0.69
O 1.6407 -0.3695 2.7384 0.77 -1.25 -1.25
C -1.3001 -2.9645 -3.3001 -4.48 -3.77 1.21
O -1.5252 -3.5972 -4.3922 1.85 2.50 2.17
O -2.1440 -3.2446 -2.1931 4.39 2.42 -4.00
C 0.7577 -1.6269 -4.4537 -2.61 1.70 -1.33
Br 2.4546 -2.6183 -4.7032 -0.79 0.68 0.50
C 0.7519 -0.0005 -4.5320 0.17 -0.75 0.65
C 1.4038 0.6655 -5.8353 -0.44 -1.99 -0.17
O 1.2569 2.1086 -5.9317 0.39 0.09 2.73
C 1.2359 2.7436 -4.6503 -1.33 2.11 3.44
C 2.3919 2.7658 -3.6019 -2.49 1.45 0.72
C 2.2412 3.4721 -2.1828 -3.14 0.04 -2.09
C 0.8950 4.1644 -1.7640 1.01 -2.10 -4.07
C -0.2667 4.1540 -2.8407 2.58 -1.27 -0.31
C -0.1291 3.4594 -4.2486 2.62 0.41 2.82
H -1.9910 -0.7646 -2.7770 0.81 -0.30 -0.02
H 0.5294 -3.3812 -1.5888 0.18 2.13 -0.50
H -0.2044 -1.8425 -0.9107 1.07 -0.83 -1.65
H 2.4468 -1.0055 -2.2914 -0.85 -0.51 1.45
H 2.6774 -2.4360 -1.1552 -1.05 1.59 -0.53
H 3.0536 -0.1998 -0.0217 -1.85 -0.77 0.36
H 1.3032 0.3231 -0.2412 0.58 -1.66 0.67
H 2.1721 -0.7426 3.4937 -0.43 0.09 -1.17
H 0.1183 -1.9286 -5.3787 1.08 -0.12 1.83
H 1.2224 0.2664 -3.5060 -0.58 0.32 -2.07
H 2.5065 0.3232 -5.9466 -1.67 0.76 0.42
H 0.8483 0.2148 -6.7522 0.85 0.95 1.50
H 3.3977 2.2662 -3.8404 -1.78 0.81 0.33
H 3.1205 3.4493 -1.4324 -1.58 -0.02 -1.54
H 0.7895 4.6435 -0.7187 0.04 -0.89 -2.08
H -1.2584 4.6715 -2.5032 2.10 -1.14 -0.99
H -1.0433 3.4910 -4.9544 1.92 -0.27 1.23
C -4.1487 -2.8149 3.0776 0.02 -0.03 -0.20
C -2.6718 -2.7709 3.4722 0.10 -0.30 -0.02
C -2.2805 -1.3006 3.6218 0.48 -0.21 -0.18
S -3.7729 -0.4295 4.0840 0.21 -0.22 0.06
O -4.1313 0.4730 3.0130 -0.07 0.14 0.40
O -3.6636 0.0095 5.4593 -0.16 0.32 -0.25
C -4.8559 -1.8456 4.0158 -0.37 -0.39 -0.08
H -4.5602 -3.8235 3.1581 0.02 0.10 -0.03
H -4.2637 -2.4841 2.0401 -0.01 -0.05 0.09
H -2.5345 -3.2880 4.4282 -0.03 0.05 -0.06
H -2.0411 -3.2729 2.7347 -0.02 0.15 0.08
H -1.5261 -1.1619 4.3972 -0.14 0.19 -0.10
H -1.9243 -0.8842 2.6775 -0.07 0.01 0.10
H -5.8412 -1.5442 3.6597 0.10 0.15 0.09
H -4.9302 -2.2581 5.0249 0.03 0.13 -0.05
C 7.2709 -2.8933 3.5099 0.08 0.13 -0.06
C 7.1481 -2.5577 4.9979 0.24 0.02 0.12
C 5.6656 -2.3287 5.2956 0.41 0.20 0.59
S 4.7580 -3.3134 4.1060 -0.15 0.02 0.03
O 4.0259 -2.4229 3.2286 3.21 -0.27 4.02
O 4.1221 -4.4183 4.7888 -0.11 0.35 -0.22
C 6.1855 -3.9235 3.2274 0.41 -0.10 -0.28
H 8.2629 -3.2774 3.2616 -0.10 0.04 0.00
H 7.0972 -1.9922 2.9123 0.01 -0.11 0.01
H 7.5176 -3.3998 5.5928 -0.04 0.07 -0.07
H 7.7439 -1.6814 5.2652 -0.05 -0.10 0.00
H 5.4037 -2.6483 6.3054 -0.14 0.05 -0.15
H 5.3859 -1.2833 5.1521 -0.08 -0.16 -0.07
H 5.9542 -4.0247 2.1670 -0.19 -0.01 0.13
H 6.4473 -4.8963 3.6504 -0.11 0.07 -0.02
C -5.9275 5.0853 -0.1127 -0.10 0.16 0.00
C -6.0940 4.3661 -1.4518 -0.25 -0.11 -0.01
C -4.7297 4.3606 -2.1426 -0.39 -0.02 -0.51
S -3.5065 4.4056 -0.8373 -0.03 -0.67 0.26
O -2.7899 5.6598 -0.9211 0.12 -0.19 -0.02
O -2.8280 3.1324 -0.7777 0.12 0.64 -0.05
C -4.6674 4.5040 0.5142 -0.36 0.12 0.36
H -6.7976 4.9466 0.5330 0.09 0.02 -0.04
H -5.8002 6.1597 -0.2835 0.00 -0.07 0.05
H -6.4207 3.3363 -1.2737 0.05 0.10 -0.01
H -6.8505 4.8463 -2.0773 0.08 -0.07 0.04
H -4.5861 3.4602 -2.7419 0.22 0.13 0.08
H -4.5926 5.2475 -2.7646 0.11 -0.07 0.11
H -4.2587 5.1249 1.3113 0.14 -0.11 -0.11
H -4.8417 3.4889 0.8790 0.14 0.05 -0.05



# 4
25
Properties=species:S:1:pos:R:3:forces:R:3 method="wB97M-V/def2-TZVPD" charge=-1 gap_ev=6.40 e_above_lowest_kj_mol=225.4
Cl 0.0116 1.3672 3.8452 0.09 -0.07 -0.14
C 5.6287 1.9328 0.1191 0.28 -0.01 -0.13
O 5.2874 0.7794 0.8745 -0.16 0.82 0.11
H 6.1281 2.7243 0.6778 0.46 -0.23 0.47
H 6.3043 1.5748 -0.6577 -0.26 0.37 -0.26
H 4.7420 2.4563 -0.2383 -0.13 -0.35 -0.66
H 4.5655 1.1116 1.4130 -0.24 -0.60 0.50
C -5.4298 1.9956 -0.9081 0.81 0.10 -1.19
O -4.4880 2.2422 0.0916 0.03 0.12 0.98
H -5.0284 1.2437 -1.5876 -0.46 -0.63 0.04
H -6.4019 1.7184 -0.5004 0.21 0.01 0.06
H -5.4983 2.8616 -1.5665 -0.58 0.40 0.06
H -3.6019 2.1019 -0.2500 0.00 -0.01 0.05
C -1.5238 -4.0891 1.6622 -0.01 0.39 0.16
O -0.3103 -4.1106 2.4197 -0.38 -0.28 -0.56
H -1.6146 -3.2571 0.9639 0.43 0.18 -0.05
H -1.6160 -4.9957 1.0640 0.17 -0.15 0.24
H -2.3937 -3.9856 2.3108 -0.05 -0.25 0.21
H 0.0238 -3.2174 2.5301 -0.15 0.17 0.04
C 0.8726 -0.2861 -2.2941 1.89 -0.98 0.23
O 0.2906 0.8831 -1.7606 -0.43 -0.55 -0.55
H 1.4057 -0.8492 -1.5281 0.08 0.11 0.38
H 0.3250 -1.0995 -2.7702 -1.44 0.70 0.07
H 1.6550 -0.0886 -3.0268 0.07 0.61 -0.19
H 0.6665 0.9857 -0.8832 -0.20 0.13 0.13



# 5
9
Properties=species:S:1:pos:R:3:forces:R:3 method="wB97M-V/def2-TZVPD" charge=0 gap_ev="6.87 / 6.87" e_above_lowest_kj_mol=614.3
C -0.0829 0.9180 -0.9428 1.92 2.13 -3.65
N 1.5530 -0.8529 -3.1592 2.23 2.28 -3.66
N 1.0531 -1.2805 -2.2194 -3.27 -0.79 4.81
O 1.5507 0.2168 -3.7327 -0.14 -0.24 -0.22
O -0.2484 -0.3861 -1.0639 -0.20 -4.84 -0.13
I 1.4343 -2.9955 -1.2436 -0.07 -0.28 0.16
H -0.3413 1.3246 -1.9614 0.19 0.76 0.99
H 0.9799 1.0887 -0.7844 0.27 0.89 0.40
H -0.6531 1.4303 -0.2175 -0.94 0.09 1.30



# 6
22
Properties=species:S:1:pos:R:3:forces:R:3 method="wB97M-V/def2-TZVPD" charge=+1 gap_ev=11.39 e_above_lowest_kj_mol=76.8
C 0.8739 2.3690 0.9020 -1.36 1.35 0.68
N 0.4495 1.2289 0.0663 0.07 -0.71 -0.62
C -1.0044 1.0988 -0.3803 0.66 0.02 0.86
C -1.3127 -0.2578 -1.0665 1.29 0.35 -0.67
C -0.2118 -1.3535 -1.1852 -0.12 -1.26 1.97
C 0.0658 -2.1064 0.1514 0.25 0.00 0.47
N 0.7734 -1.2668 1.1703 -0.07 -0.18 0.07
H 1.1688 2.0916 1.9107 0.10 -0.62 -0.17
H 1.6574 3.0023 0.4937 -0.08 -0.33 -0.43
H -0.0314 2.9710 1.0521 0.37 0.22 -0.11
H 0.9194 1.2343 -0.8374 0.61 -0.18 0.38
H 0.6535 0.3537 0.6055 0.09 -0.51 -0.06
H -1.0829 1.9793 -1.0120 -0.82 -0.12 -0.11
H -1.6244 1.1558 0.5148 0.14 0.48 -0.08
H -1.5645 -0.0362 -2.0957 -0.42 0.08 -0.17
H -2.1813 -0.6643 -0.5694 -0.17 -0.28 -0.03
H -0.6294 -2.1643 -1.7826 0.10 0.34 -0.54
H 0.7663 -1.0833 -1.5778 -0.18 0.46 -0.49
H -0.8826 -2.4884 0.5394 -0.05 0.53 0.29
H 0.6645 -3.0225 0.1075 -0.07 0.09 -1.07
H 0.7641 -1.7848 2.0513 -0.23 0.45 -0.04
H 1.7689 -1.2564 0.9420 -0.10 -0.17 -0.14



# 7
18
Properties=species:S:1:pos:R:3:forces:R:3 method="wB97M-V/def2-TZVPD" charge=+1 gap_ev=11.40 e_above_lowest_kj_mol=132.6
C -2.2590 -1.3485 1.5079 -0.08 -0.03 0.03
C -1.1047 -0.6537 0.8684 0.10 -0.08 0.01
C -0.2519 0.1071 1.5309 -0.19 -0.16 -0.10
N 0.8512 0.7912 0.8241 0.05 -0.51 0.09
H -2.0768 -1.5114 2.5639 -0.10 0.12 0.20
H -3.1740 -0.7694 1.3777 0.02 0.11 0.07
H -2.4626 -2.3154 1.0619 0.17 -0.14 -0.18
H -0.9624 -0.7968 -0.1982 -0.03 0.10 -0.07
H -0.2847 0.2937 2.5943 0.02 0.07 -0.01
H 1.1019 0.2858 -0.0679 -0.01 0.13 -0.01
H 0.6049 1.7571 0.6163 0.10 0.12 -0.05
H 1.6844 0.7878 1.4146 0.05 0.13 -0.10
C 1.4250 0.9219 -2.4295 -0.03 0.03 -0.38
O 1.6300 -0.2835 -1.6754 -0.24 0.48 0.45
H 0.4074 1.3125 -2.3278 0.02 -0.06 0.13
H 2.1416 1.6602 -2.0794 0.04 -0.03 0.04
H 1.6008 0.7473 -3.4884 0.11 0.00 -0.02
H 1.1287 -0.9859 -2.0933 0.00 -0.28 -0.11



# 8
30
Properties=species:S:1:pos:R:3:forces:R:3 method="wB97M-V/def2-TZVPD" charge=0 gap_ev=10.87 e_above_lowest_kj_mol=252.7
O -1.2946 -1.8219 -1.2792 -3.39 -2.64 0.53
H -2.1582 -2.4158 -1.2676 2.81 1.07 -0.31
H -1.7814 -1.0496 -0.9670 0.16 1.28 0.03
O 0.3162 -2.6590 1.1252 -0.28 0.01 -3.63
H -0.2091 -2.4946 0.2301 1.08 -0.55 2.18
H 1.2514 -2.6278 0.7613 -1.08 0.16 0.61
O -2.7110 0.5455 -0.5901 -1.41 1.30 2.91
H -3.6384 0.8719 -0.2740 2.29 -0.98 -1.23
H -2.2202 0.7850 0.2931 -0.75 -0.13 -1.37
O 0.0648 -0.5384 2.4141 -0.60 -0.26 -1.07
H -0.0387 -1.3487 1.7849 0.60 0.66 0.83
H 0.1488 -0.9568 3.2632 0.11 -0.05 0.74
O 2.4486 -1.3329 -0.3483 0.69 -0.69 0.17
H 2.3436 -0.5456 0.2915 0.76 -0.21 -1.21
H 3.3741 -1.5147 -0.6586 -1.40 0.72 0.75
O 2.0084 0.7950 0.9971 -2.95 -0.78 2.37
H 1.4144 1.5786 0.8672 0.86 -0.14 -0.68
H 1.2985 0.2883 1.6141 2.18 1.01 -1.12
O -0.1239 1.5846 -2.0239 -1.88 -0.66 1.77
H -0.9823 1.5075 -1.4506 1.91 -0.24 -1.94
H 0.2593 0.6382 -2.0926 -0.43 0.98 -0.19
O 0.2149 2.8003 0.2785 1.33 2.99 -2.84
H 0.5506 3.7713 0.1870 -0.89 -2.43 0.81
H 0.2389 2.5635 -0.7628 -0.08 -0.46 2.08
O -1.6748 1.5794 1.8255 0.93 -1.21 -0.39
H -1.1509 0.7370 2.0372 -0.58 1.59 0.03
H -1.0269 2.2008 1.4023 -0.47 -0.61 0.35
O 0.8772 -0.8668 -2.5266 -2.24 -3.08 1.62
H 1.3079 -1.1286 -1.5938 -0.83 0.49 -2.54
H 0.0118 -1.5466 -2.6441 3.57 2.88 0.78